# 1
{
  "formula": "C5H7NO",
  "method": "ωB97M-V/def2-TZVPD",
  "e_homo_ev": -8.9,
  "spin_multiplicity": 1,
  "e_above_lowest_ev": 1.938,
  "gap_ev": 9.792,
  "e_tot_ha": -324.65324,
  "smiles": "Cc1cnc(C)o1",
  "species": ["C", "C", "C", "N", "C", "C", "O", "H", "H", "H", "H", "H", "H", "H"],
  "xyz": [[-2.439, -0.617, 0.047], [-1.098, -0.034, 0.077], [-0.690, 1.244, 0.028], [0.680, 1.197, 0.014], [1.135, -0.005, -0.232], [2.544, -0.534, 0.095], [-0.018, -0.818, -0.084], [-3.416, 0.000, -0.255], [-2.582, -1.183, 0.974], [-2.433, -1.283, -0.708], [-1.447, 2.090, -0.026], [2.878, -1.315, -0.653], [2.990, 0.507, 0.113], [2.682, -0.973, 1.040]]
}

=====

# 2
{
  "formula": "C18H33N3O",
  "method": "ωB97M-V/def2-TZVPD",
  "e_homo_ev": -8.0,
  "spin_multiplicity": 1,
  "e_above_lowest_ev": 0.182,
  "gap_ev": 8.753,
  "e_tot_ha": -945.23020,
  "smiles": "CCCN1[C@@H]2CCC[C@H]1C[C@H](NC(=O)NC1CCCCC1)C2",
  "species": ["C", "C", "C", "N", "C", "C", "C", "C", "C", "C", "C", "N", "C", "O", "N", "C", "C", "C", "C", "C", "C", "C", "H", "H", "H", "H", "H", "H", "H", "H", "H", "H", "H", "H", "H", "H", "H", "H", "H", "H", "H", "H", "H", "H", "H", "H", "H", "H", "H", "H", "H", "H", "H", "H", "H"],
  "xyz": [[-4.175, -3.000, 0.849], [-3.665, -2.430, -0.470], [-2.300, -1.713, -0.335], [-2.260, -0.289, -0.146], [-2.770, 0.306, 1.071], [-4.249, 0.717, 0.948], [-4.468, 1.644, -0.244], [-3.873, 1.030, -1.508], [-2.412, 0.600, -1.278], [-1.500, 1.830, -1.052], [-0.844, 1.805, 0.336], [0.217, 0.821, 0.402], [1.508, 1.163, 0.107], [1.893, 2.312, 0.019], [2.334, 0.083, -0.070], [3.773, 0.237, -0.120], [4.424, -0.088, 1.228], [5.936, 0.097, 1.147], [6.525, -0.783, 0.049], [5.876, -0.463, -1.294], [4.364, -0.650, -1.216], [-1.878, 1.521, 1.429], [-5.136, -3.490, 0.703], [-4.301, -2.222, 1.597], [-3.474, -3.736, 1.238], [-3.553, -3.252, -1.180], [-4.403, -1.744, -0.885], [-1.716, -1.915, -1.240], [-1.766, -2.171, 0.508], [-2.684, -0.445, 1.863], [-4.566, 1.206, 1.872], [-4.862, -0.177, 0.820], [-4.002, 2.611, -0.051], [-5.538, 1.821, -0.384], [-3.913, 1.744, -2.332], [-4.462, 0.158, -1.801], [-2.074, 0.060, -2.170], [-2.073, 2.751, -1.154], [-0.706, 1.858, -1.799], [-0.358, 2.769, 0.520], [-0.097, -0.124, 0.242], [1.990, -0.828, 0.192], [3.945, 1.291, -0.361], [4.195, -1.123, 1.499], [4.004, 0.565, 1.996], [6.158, 1.144, 0.931], [6.391, -0.150, 2.109], [6.352, -1.834, 0.295], [7.604, -0.628, -0.013], [6.097, 0.572, -1.564], [6.289, -1.109, -2.072], [3.903, -0.400, -2.173], [4.136, -1.696, -0.993], [-2.491, 2.410, 1.573], [-1.345, 1.335, 2.362]]
}

=====

# 3
{
  "formula": "C31H38AsDyO",
  "method": "ωB97M-V/def2-TZVPD",
  "s_squared": 9.382,
  "e_homo_ev": [-14.0, -14.0],
  "spin_multiplicity": 6,
  "charge": 2,
  "gap_ev": [7.743, 7.774],
  "e_tot_ha": -4399.63888,
  "species": ["C", "H", "H", "H", "C", "H", "H", "C", "H", "H", "H", "C", "C", "C", "C", "C", "C", "C", "C", "C", "C", "Dy", "H", "H", "H", "H", "H", "H", "H", "H", "H", "H", "H", "H", "H", "H", "H", "O", "As", "C", "C", "C", "C", "C", "C", "C", "C", "C", "C", "C", "C", "C", "C", "C", "C", "C", "C", "H", "H", "H", "H", "H", "H", "H", "H", "H", "H", "H", "H", "H", "H", "H"],
  "xyz": [[2.543, -1.081, -2.063], [2.675, -1.997, -1.461], [3.041, -1.279, -3.022], [1.466, -0.997, -2.280], [3.190, 0.102, -1.348], [2.746, 1.099, -1.635], [3.098, -0.018, -0.250], [4.685, 0.167, -1.702], [5.213, 0.876, -1.059], [5.145, -0.813, -1.558], [4.831, 0.465, -2.744], [-0.961, 2.756, -1.362], [0.313, 3.338, -1.683], [0.879, 2.583, -2.758], [-0.035, 1.534, -3.091], [-1.163, 1.629, -2.218], [-2.411, 0.826, -2.321], [0.028, 0.707, -4.323], [2.129, 2.886, -3.506], [0.975, 4.442, -0.937], [-1.895, 3.196, -0.293], [0.760, 1.213, -0.583], [-0.632, -0.162, -4.252], [-0.278, 1.260, -5.227], [1.040, 0.332, -4.518], [-2.274, -0.045, -2.970], [-2.736, 0.460, -1.340], [-3.244, 1.410, -2.741], [-1.365, 3.680, 0.539], [-2.622, 3.922, -0.685], [-2.463, 2.353, 0.124], [2.058, 4.466, -1.113], [0.557, 5.406, -1.260], [0.821, 4.360, 0.150], [2.688, 1.980, -3.772], [1.920, 3.423, -4.444], [2.805, 3.513, -2.918], [-0.180, 0.402, 1.059], [-0.734, -1.081, 1.798], [-0.323, -0.759, 3.640], [-0.737, -1.724, 4.573], [-0.443, -1.542, 5.929], [0.247, -0.395, 6.344], [0.639, 0.571, 5.414], [0.354, 0.397, 4.055], [-2.599, -1.027, 1.407], [-3.224, -2.105, 0.765], [-4.584, -2.023, 0.450], [-5.319, -0.878, 0.792], [-4.683, 0.200, 1.427], [-3.321, 0.133, 1.725], [0.296, -2.527, 1.065], [-0.012, -3.070, -0.192], [0.753, -4.135, -0.693], [1.846, -4.623, 0.035], [2.176, -4.048, 1.269], [1.411, -2.989, 1.778], [-1.279, -2.607, 4.230], [-0.757, -2.299, 6.649], [0.474, -0.257, 7.405], [1.170, 1.473, 5.739], [0.650, 1.145, 3.315], [-2.645, -2.997, 0.515], [-5.072, -2.863, -0.058], [-6.384, -0.825, 0.563], [-5.250, 1.096, 1.693], [-2.812, 0.971, 2.208], [-0.833, -2.656, -0.790], [0.501, -4.576, -1.668], [2.445, -5.446, -0.364], [3.030, -4.414, 1.833], [1.674, -2.515, 2.714]]
}